Below is an isolated ion of composition C2H2I2P and charge +1 in a non-equilibrium geometry, with properties calculated with ωB97M-V/def2-TZVPD.

Each line ends with the Mulliken charge.
Element x y z (Å)
C 0.28 0.96 -0.20  0.1419
C -0.40 1.37 0.70  -0.5023
P 0.76 -1.16 0.11  0.1540
I 0.59 -1.80 -2.26  0.2158
I -1.17 -2.20 1.23  0.2123
H 0.87 0.95 -1.13  0.4170
H -0.94 1.87 1.55  0.3612

Values from the calculation:
Total charge: +1
Energy: -1013.779264 Eh
HOMO-LUMO gap: 0.2617 Eh
Highest occupied orbital energy: -14.1 eV
Strongest force on any atom: 3.0 eV/A


Below is C39H47BCaN9S7 as an isolated structure, with properties calculated with ωB97M-V/def2-TZVPD.

Each line ends with the Mulliken charge.
Element x y z (Å)
Ca -0.93 0.01 -1.10  0.8836
C -5.64 0.39 0.82  -1.4456
C -4.97 -0.88 1.36  1.5696
C -5.89 -1.61 2.35  -1.7555
C -4.71 -1.80 0.17  -2.3122
N -3.75 -0.46 2.11  0.6607
C -3.89 0.45 3.15  -0.2667
C -2.67 0.67 3.66  -1.4200
N -1.76 -0.08 2.95  -0.2164
B -0.26 0.17 3.22  0.9156
N 0.66 -0.99 2.76  0.4561
C 0.76 -2.11 3.56  -1.6431
C 1.56 -2.99 2.95  -0.3341
N 1.97 -2.43 1.75  0.8935
C 1.40 -1.19 1.64  -0.9174
S 1.59 -0.08 0.36  0.5553
C 2.97 -3.16 0.91  1.5273
C 4.27 -3.25 1.72  -1.8183
C 3.29 -2.52 -0.44  -1.8572
C 2.40 -4.56 0.64  -1.4672
N 0.23 1.54 2.67  0.0960
C 1.39 2.06 3.20  -1.7318
C 1.72 3.15 2.49  0.0019
N 0.76 3.32 1.51  0.6195
C -0.17 2.32 1.64  0.0807
S -1.60 2.12 0.71  -0.1607
C 0.81 4.38 0.45  1.3429
C 1.05 3.76 -0.92  -1.2564
C -0.48 5.20 0.50  -1.7851
C 1.98 5.31 0.76  -2.0947
C -2.43 -0.79 2.00  0.1808
S -1.70 -1.91 0.94  -0.2391
H -6.54 0.10 0.27  0.4666
H -4.98 0.91 0.13  0.1721
H -5.94 1.07 1.62  0.4001
H -6.79 -1.92 1.83  0.4341
H -6.18 -0.98 3.19  0.3787
H -5.39 -2.50 2.74  0.3769
H -5.68 -2.00 -0.29  0.6470
H -4.27 -2.75 0.48  0.3884
H -4.07 -1.33 -0.57  0.5014
H -4.84 0.87 3.42  0.5236
H -2.35 1.33 4.45  0.5584
H -0.14 0.23 4.42  -0.2564
H 0.24 -2.17 4.50  0.6022
H 1.88 -3.97 3.27  0.5639
H 4.65 -2.25 1.92  0.3079
H 5.02 -3.79 1.14  0.4706
H 4.12 -3.77 2.66  0.3764
H 3.77 -1.55 -0.33  0.4306
H 2.41 -2.39 -1.06  0.0110
H 3.97 -3.19 -0.95  0.6861
H 2.25 -5.13 1.55  0.3911
H 3.10 -5.11 0.01  0.4836
H 1.45 -4.48 0.11  0.1302
H 1.89 1.59 4.03  0.5471
H 2.55 3.82 2.60  0.6372
H 0.22 3.13 -1.22  0.1131
H 1.96 3.17 -0.94  0.3124
H 1.14 4.56 -1.66  0.6306
H -1.34 4.62 0.17  0.2937
H -0.37 6.07 -0.16  0.4653
H -0.67 5.56 1.51  0.3835
H 2.93 4.77 0.73  0.3193
H 1.87 5.81 1.72  0.4567
H 2.02 6.07 -0.02  0.5096
C -0.34 -3.28 -1.81  -0.9169
C -1.56 -2.97 -2.62  0.2931
C -2.12 -4.00 -3.42  -1.0324
C -3.25 -3.76 -4.12  -0.9373
C -3.87 -2.49 -4.05  1.1223
C -5.06 -2.22 -4.76  -0.9014
C -5.62 -0.98 -4.65  -0.6371
C -5.03 0.00 -3.85  -0.6267
C -3.87 -0.20 -3.13  0.9771
S -3.23 1.08 -2.14  -0.5378
C -3.26 -1.51 -3.24  -1.0924
N -2.11 -1.78 -2.55  0.5753
H 0.34 -3.91 -2.39  0.6924
H -0.62 -3.81 -0.90  0.2656
H 0.21 -2.38 -1.54  -0.1265
H -1.62 -4.97 -3.45  0.5173
H -3.70 -4.53 -4.74  0.3755
H -5.50 -2.99 -5.38  0.3485
H -6.54 -0.75 -5.19  0.3567
H -5.50 0.98 -3.77  0.4242
S 6.54 -0.01 -2.95  -0.3997
C 4.89 0.22 -2.90  0.3273
S 3.71 -0.71 -3.76  -0.1409
C 2.39 0.21 -3.03  0.0315
N 2.83 1.15 -2.26  -0.4537
N 4.21 1.15 -2.20  0.5028
C 4.83 2.09 -1.31  -0.4314
C 4.53 2.04 0.04  0.4045
C 5.17 2.92 0.90  -0.7818
C 6.07 3.85 0.41  -0.5021
C 6.34 3.91 -0.95  -0.6413
C 5.72 3.02 -1.82  -0.2883
S 0.77 -0.18 -3.42  -0.2521
H 3.82 1.30 0.40  0.0444
H 4.96 2.87 1.96  0.4271
H 6.56 4.54 1.09  0.3973
H 7.04 4.63 -1.34  0.3755
H 5.94 3.03 -2.88  0.4667

Values from the calculation:
Total charge: -1
Energy: -5497.372795 Eh
HOMO-LUMO gap: 0.2480 Eh
Highest occupied orbital energy: -4.5 eV
Strongest force on any atom: 0.2 eV/A


Below is C2H6IOP as an isolated structure in a non-equilibrium geometry, with properties calculated with ωB97M-V/def2-TZVPD.

Each line ends with the Mulliken charge.
Element x y z (Å)
C -0.85 0.96 -0.61  -1.1224
C 0.94 -0.74 0.62  -0.8545
O 1.43 1.87 0.91  -0.5413
P -0.08 0.76 1.09  0.3466
I 1.03 3.78 0.96  0.1812
H -1.42 1.79 -0.50  0.3539
H -1.40 0.07 -0.88  0.4109
H -0.13 1.00 -1.41  0.3469
H 1.93 -0.49 1.22  0.2691
H 1.13 -0.56 -0.47  0.2474
H 0.41 -1.63 0.95  0.3621

Values from the calculation:
Energy: -794.032201 Eh
HOMO-LUMO gap: 0.3171 Eh
Highest occupied orbital energy: -9.0 eV
Strongest force on any atom: 3.4 eV/A


Below is a 10-piece molecular cluster, C32H76O26S6 overall in a non-equilibrium geometry, with properties calculated with ωB97M-V/def2-TZVPD.

Each line ends with the Mulliken charge.
Element x y z (Å)
C 8.13 2.45 -8.00  -0.6143
C 7.73 1.45 -9.16  -0.5652
C 6.32 1.05 -8.68  -0.3766
O 5.74 2.27 -8.25  -0.3756
C 6.76 3.16 -7.80  -0.3818
H 8.80 3.16 -8.48  0.2777
H 8.69 1.96 -7.21  0.3335
H 8.38 0.58 -9.23  0.3342
H 7.75 1.99 -10.11  0.2562
H 6.44 0.37 -7.83  0.2479
H 5.64 0.58 -9.39  0.3002
H 6.81 3.54 -6.78  0.2875
H 6.75 3.96 -8.54  0.2767
C 0.42 7.73 -7.11  -0.5377
C -0.06 6.39 -7.25  -0.6159
C 0.81 5.67 -6.16  -0.4309
O 2.05 6.47 -6.06  -0.3901
C 1.97 7.43 -7.09  -0.4036
H 0.03 8.13 -6.18  0.2593
H 0.09 8.34 -7.96  0.3332
H -0.02 6.04 -8.28  0.3067
H -1.07 6.17 -6.91  0.2926
H 0.96 4.67 -6.57  0.2609
H 0.36 5.61 -5.17  0.3213
H 2.33 7.19 -8.09  0.2924
H 2.44 8.35 -6.74  0.3115
O 15.36 8.03 -3.76  -0.5827
S 15.66 7.94 -5.21  1.0654
O 15.94 9.15 -5.99  -0.5691
O 16.98 6.89 -5.31  -0.2852
C 18.15 7.28 -4.62  -0.2478
C 19.38 6.63 -5.23  -1.1718
C 14.47 6.85 -6.11  -0.8451
H 18.10 6.84 -3.63  0.2274
H 18.14 8.36 -4.52  0.4382
H 20.18 6.89 -4.54  0.3662
H 19.78 7.12 -6.11  0.3401
H 19.19 5.55 -5.20  0.2869
H 14.87 6.69 -7.10  0.3052
H 13.46 7.28 -6.10  0.3664
H 14.35 5.90 -5.59  0.3053
O 18.40 0.84 2.45  -0.5926
S 18.07 0.72 1.01  1.1603
O 17.79 -0.57 0.34  -0.5958
O 16.68 1.68 0.78  -0.3656
C 16.02 1.53 -0.47  -0.1102
C 14.86 2.56 -0.75  -1.1998
C 19.27 1.76 0.08  -0.8734
H 15.37 0.65 -0.48  0.2366
H 16.76 1.50 -1.27  0.3480
H 14.13 2.46 0.05  0.2674
H 14.35 2.28 -1.67  0.3751
H 15.21 3.58 -0.91  0.3412
H 19.35 1.31 -0.91  0.3211
H 20.26 1.67 0.51  0.3800
H 18.71 2.69 -0.04  0.3088
O 2.45 9.71 7.58  -0.5791
S 3.75 9.92 7.00  1.1335
O 3.90 10.94 6.03  -0.5699
O 4.88 10.23 8.20  -0.3162
C 4.89 9.36 9.27  -0.1679
C 5.26 9.96 10.65  -1.2904
C 4.56 8.39 6.27  -0.9016
H 5.46 8.46 9.02  0.3110
H 3.88 8.98 9.42  0.3709
H 5.18 9.24 11.47  0.3461
H 4.76 10.88 10.95  0.3359
H 6.29 10.32 10.58  0.3196
H 3.96 8.10 5.41  0.3608
H 4.47 7.60 7.01  0.3216
H 5.60 8.55 5.98  0.3257
O 17.35 13.10 1.89  -0.5879
S 17.05 13.60 0.57  1.1854
O 17.31 12.79 -0.59  -0.5731
O 15.42 14.10 0.54  -0.3454
C 14.93 14.87 -0.54  -0.2594
C 14.50 13.92 -1.67  -0.9997
C 17.96 15.12 0.30  -1.0144
H 15.52 15.74 -0.82  0.2894
H 14.02 15.34 -0.16  0.2785
H 15.36 13.49 -2.20  0.2882
H 13.94 14.42 -2.46  0.3832
H 13.89 13.11 -1.29  0.2677
H 19.03 14.90 0.36  0.3621
H 17.71 15.96 0.95  0.3627
H 17.93 15.49 -0.72  0.3632
O 9.98 3.65 5.12  -0.5914
S 10.29 2.28 4.83  1.1259
O 9.62 1.23 5.60  -0.6052
O 10.17 2.05 3.19  -0.2419
C 9.03 2.65 2.59  -0.1266
C 8.24 1.62 1.82  -1.2296
C 12.10 2.03 5.01  -0.8926
H 9.29 3.48 1.94  0.2504
H 8.32 2.98 3.36  0.3086
H 8.67 1.21 0.91  0.3159
H 7.23 1.90 1.52  0.3623
H 8.08 0.70 2.38  0.3389
H 12.24 2.15 6.09  0.3512
H 12.60 2.76 4.38  0.3167
H 12.39 1.03 4.70  0.3167
O 4.31 13.95 -3.26  -0.5697
S 5.57 14.15 -2.62  1.0726
O 6.16 15.47 -2.73  -0.5803
O 5.40 13.70 -1.03  -0.2889
C 6.25 14.36 -0.09  -0.2630
C 5.39 15.50 0.51  -1.0503
C 6.72 12.73 -3.22  -0.8306
H 7.20 14.67 -0.54  0.3188
H 6.47 13.68 0.73  0.3085
H 4.43 15.08 0.84  0.2991
H 5.06 16.18 -0.27  0.2841
H 5.71 16.09 1.37  0.3650
H 7.75 12.91 -2.92  0.2989
H 6.54 12.54 -4.28  0.3900
H 6.22 11.85 -2.82  0.2456
C -1.76 5.85 0.30  -0.6865
O -0.75 6.76 0.62  -0.3020
C -0.82 8.00 0.16  0.7814
O -1.68 8.51 -0.49  -0.5348
O 0.30 8.60 0.52  -0.2825
C 0.41 10.02 0.30  -0.6483
H -1.42 4.81 0.35  0.2597
H -2.13 6.01 -0.71  0.3042
H -2.65 5.83 0.94  0.2898
H -0.56 10.52 0.40  0.3211
H 0.91 10.25 -0.64  0.2729
H 1.04 10.38 1.12  0.2247
C 5.84 7.40 -0.72  -0.5928
O 6.78 8.08 0.12  -0.2642
C 8.11 8.03 -0.25  0.7458
O 8.59 7.55 -1.25  -0.5515
O 8.84 8.46 0.79  -0.2667
C 10.23 8.59 0.57  -0.6569
H 5.30 8.26 -1.14  0.2135
H 5.26 6.77 -0.04  0.2129
H 6.34 6.79 -1.46  0.3387
H 10.68 7.60 0.46  0.2739
H 10.73 9.11 1.38  0.2555
H 10.58 9.10 -0.33  0.2922

Values from the calculation:
Energy: -5609.900950 Eh
Structure (SMILES): CCOS(C)(=O)=O.CCOS(C)(=O)=O.CCOS(C)(=O)=O.CCOS(C)(=O)=O.CCOS(C)(=O)=O.CCOS(C)(=O)=O.COC(=O)OC.COC(=O)OC.C1CCOC1.C1CCOC1
HOMO-LUMO gap: 0.3551 Eh
Highest occupied orbital energy: -9.7 eV
Strongest force on any atom: 3.6 eV/A


The highest highest occupied orbital energy belongs to which entry? C39H47BCaN9S7


Among the records above, which one has the lowest highest occupied orbital energy? C2H2I2P


Which of these has the highest highest occupied orbital energy? C39H47BCaN9S7


HOMO-LUMO gap of number 3 (C2H6IOP)? 0.3171 Eh